# C3H5N2

A gas-phase ion, C3H5N2 (charge +1) at a distorted geometry (the ωB97M-V functional and the def2-TZVPD basis, OMol25).

Atoms and positions in Å:
C  2.37395  0.04183  -0.08545
C  1.18185  0.10411  0.06854
C  -0.22202  0.01913  0.03594
N  -1.05306  1.09255  0.25223
N  -0.86138  -1.12210  -0.30892
H  3.30104  -0.30629  0.08124
H  -0.57555  1.94916  0.58374
H  -2.01536  1.15768  0.37210
H  -0.25376  -1.93715  -0.61236
H  -1.87571  -0.99891  -0.38707

Output
* net charge: +1
* SMILES: C#CC(N)=[NH2+]
* energy above the lowest of the compared OMol25 structures with the same formula, charge and spin: 58.4 kcal per mole
* LUMO energy: -5.297 eV
* multiplicity: 1
* frontier orbital gap: 10.81 eV

Löwdin population analysis, charges in e, atoms 1 to 4:
1. C 0.26
2. C 0.00
3. C -0.32
4. N 0.21

# C5H11NP

2 unconnected molecules or ions with the total composition C5H11NP at a distorted geometry (the ωB97M-V functional and the def2-TZVPD basis, OMol25).

Atoms and positions in Å:
C  0.90031  2.09745  -2.70774
C  0.73089  1.78075  -1.48848
C  0.10760  0.56569  -1.08879
C  0.27354  0.22086  0.21706
C  -0.28689  -0.94012  0.88994
N  -0.03672  -0.81030  2.32394
P  -2.08199  -1.23871  0.45508
H  1.51444  2.93867  -2.87356
H  0.44603  1.41002  -3.32135
H  1.25541  2.31645  -0.61735
H  -0.60297  0.08532  -1.69173
H  0.79789  0.88905  0.94858
H  0.68047  -2.33002  0.58193
H  -0.15190  -1.87084  2.69956
H  1.06629  -0.58644  2.39948
H  -0.55796  -0.14405  3.00851
H  -1.73551  -1.94544  -0.73888
H  -2.31891  -2.43836  1.00381

Output
* net charge: +1
* energy above the lowest of the compared OMol25 structures with the same formula, charge and spin: 73.9 kcal per mole
* LUMO energy (alpha / beta): -3.677 / -6.763 eV
* multiplicity: 3
* frontier orbital gap (alpha / beta): 6.42 / 6.61 eV

Löwdin population analysis, charges in e, atoms 1 to 4:
1. C 0.09
2. C -0.17
3. C -0.08
4. C -0.15

# C36H40MgN7O3S4SbSi

A molecular structure, C36H40MgN7O3S4SbSi at a distorted geometry (the ωB97M-V functional and the def2-TZVPD basis, OMol25).

Atoms and positions in Å:
Mg  13.27763  12.96052  13.39940
S  15.71649  11.30487  19.61384
Sb  14.33436  13.11933  18.99783
S  13.74573  12.69561  16.27936
S  15.64980  13.02297  16.69076
S  12.24697  12.00846  19.52155
N  16.36551  13.77435  12.26123
C  16.11291  12.50111  12.56500
N  17.16487  11.64040  12.66672
O  14.93683  12.07062  12.77897
H  17.32260  14.16848  12.28135
H  15.57812  14.37756  12.16441
H  18.10347  11.99083  12.75562
H  17.07618  10.66166  12.95740
C  13.33758  16.51961  15.10633
C  13.87765  16.13138  13.74629
C  14.62767  17.13294  13.01908
O  13.55158  14.97723  13.20238
H  13.67252  17.55027  15.33945
H  13.61002  15.83214  15.87955
H  12.24090  16.53789  15.08350
H  14.68518  18.01003  13.69578
H  14.11543  17.44240  12.12319
H  15.63193  16.85678  12.72959
N  12.46215  10.63875  9.70318
C  12.89185  10.92808  10.95568
N  12.55968  12.15678  11.37903
C  11.89575  12.73884  10.29570
C  11.58010  14.09644  10.10078
C  11.11034  14.51022  8.82948
C  10.88582  13.54792  7.85208
C  11.17829  12.14512  8.03257
C  11.74813  11.79652  9.26095
H  12.65315  9.77404  9.20090
H  13.56063  10.26581  11.46893
H  11.75554  14.89234  10.82936
H  10.84517  15.51071  8.75658
H  10.41225  13.73626  6.90673
H  10.98328  11.36414  7.29417
C  8.74396  7.26702  22.20287
C  8.79386  7.90028  20.88049
C  8.88782  7.16672  19.70081
C  8.56514  7.74513  18.49626
C  8.16486  9.07469  18.48348
N  7.62389  9.65457  17.35275
C  8.01949  10.78907  16.63620
O  7.32500  11.20703  15.68955
N  9.15999  11.41801  17.01864
C  9.70129  12.28936  16.04923
C  9.07267  13.47752  15.69684
C  9.54434  14.21111  14.58184
C  10.60112  13.68867  13.84661
N  11.38581  12.69260  14.39271
C  10.83013  11.89860  15.34606
C  8.41162  9.89698  19.60451
C  8.77845  9.29391  20.78686
H  7.83677  6.73391  22.35572
H  8.81306  7.96721  23.01060
H  9.58942  6.56272  22.27288
H  9.00002  6.07101  19.73627
H  8.56776  7.16283  17.60380
H  6.94801  9.11294  16.79848
H  9.81577  11.08561  17.77481
H  8.20787  13.86776  16.30769
H  9.09104  15.14464  14.42298
H  10.91505  13.99222  12.82940
H  11.34994  10.97288  15.67758
H  8.12876  10.93869  19.55783
H  8.90818  9.90556  21.66016
C  17.69268  7.04904  14.16798
C  17.88976  8.35411  14.70794
C  16.79692  9.23172  14.80792
C  15.55253  8.79345  14.37957
C  15.37926  7.58352  13.71463
C  16.44977  6.63731  13.71846
Si  13.92149  9.75510  14.81949
C  13.48599  8.80057  16.45105
C  14.30042  8.98542  17.57266
C  14.15981  8.24700  18.75054
C  13.18942  7.21760  18.80268
C  12.33609  7.06341  17.69436
C  12.49471  7.85416  16.56397
H  18.52494  6.35144  14.12210
H  18.87920  8.74484  15.05192
H  16.89900  10.18417  15.31080
H  14.44485  7.34333  13.21652
H  16.34929  5.66063  13.24434
H  12.93072  9.31522  13.76633
H  15.00097  9.82471  17.61425
H  14.73072  8.52552  19.65995
H  13.00252  6.65344  19.71088
H  11.55916  6.26598  17.68365
H  11.76211  7.73863  15.75141

Output
* net charge: -2
* energy above the lowest of the compared OMol25 structures with the same formula, charge and spin: 145.4 kcal per mole
* LUMO energy (alpha / beta): 3.136 / 3.138 eV
* multiplicity: 1
* frontier orbital gap (alpha / beta): 2.29 / 2.24 eV

Löwdin population analysis, charges in e, atoms 1 to 4:
1. Mg 0.49
2. S -0.43
3. Sb 0.06
4. S -0.26